15
Properties=species:S:1:pos:R:3:forces:R:3:lowdin_charge:R:1 method="wB97M-V/def2-TZVPD" spin_multiplicity=1 e_tot_ev=-9405.7596 orbital_gap_ev=9.86 smiles=O[C@H]1C[C@@]2(O)C[C@@H]12 de_lowest_kcal_mol=93.9
H -1.611069 0.999076 -0.126386 0.04 -0.01 0.13 0.09
H -1.387815 -1.058965 2.134853 -0.02 -0.04 -0.14 0.10
C -0.019371 -0.975391 -0.845080 -0.11 -0.16 -0.27 -0.01
C -0.072195 -0.994376 0.698702 0.32 -0.32 -0.20 -0.34
H 1.297461 0.843128 1.214339 -0.59 0.05 0.30 0.15
O -1.385008 -1.180940 1.177020 -0.03 -0.08 0.31 -0.02
C 0.402257 0.507693 -0.805862 0.22 -0.25 0.34 -0.51
O 1.418306 0.927160 -1.646474 0.01 0.39 -0.20 0.04
H -0.302281 1.781199 0.844796 -0.25 1.99 -1.02 0.11
C -0.593275 1.371314 -0.157649 0.02 -0.65 1.11 0.04
H -0.944850 -1.243918 -1.357327 0.06 0.07 -0.05 0.12
C 0.455093 0.409378 0.671583 0.55 -0.72 -0.07 -0.13
H 0.637116 -1.676372 1.178052 -0.14 -0.21 -0.14 0.15
H 1.294559 1.875723 -1.771574 0.08 -0.13 -0.08 0.10
H 0.811072 -1.584709 -1.208993 -0.15 0.06 -0.03 0.12